1.
DFT (the ωB97M-V functional and the def2-TZVPD basis) results for C10H21BrCuN3O6 as an isolated structure.

Structure (ORCA input):
```
! RIJCOSX wB97M-V def2-TZVPD def2/J DEFGRID3
* xyz -2 1
Cu 1.78138 -2.60681 -1.08106
Br -1.16105 -6.08080 1.06877
C 2.85508 -1.57312 -5.84119
O 3.48404 -0.88139 -5.01519
O 3.21358 -1.56273 -7.01155
O 2.04753 -2.42008 -5.42095
C -7.27757 0.55397 -2.28714
O -6.84032 1.13173 -3.27821
N -6.62001 -0.40953 -1.69079
C -7.08472 -1.05565 -0.50211
C -5.27576 -0.83529 -2.12289
H -8.18441 0.86864 -1.74785
H -8.06199 -0.62873 -0.27677
H -6.38401 -0.87109 0.31217
H -7.21658 -2.11719 -0.71153
H -4.53033 -0.43877 -1.43355
H -5.23237 -1.92414 -2.14827
H -5.18577 -0.49209 -3.15353
C 5.18387 -3.92009 3.94186
O 5.19074 -3.22520 2.93592
N 5.10474 -3.48675 5.20727
C 5.18062 -4.39884 6.34406
C 4.87596 -2.08271 5.48482
H 5.28223 -5.01272 3.84861
H 6.01355 -4.05090 6.95501
H 5.35765 -5.44364 6.08880
H 4.21252 -4.29905 6.83492
H 4.40517 -1.62450 4.61505
H 4.25410 -1.98883 6.37509
H 5.83261 -1.59523 5.67271
C 1.14090 4.02630 -1.14969
O 0.55839 3.07887 -0.62415
N 0.47209 5.03445 -1.70173
C 1.18905 6.15041 -2.37043
C -0.93090 5.09043 -1.77564
H 2.22417 4.21854 -1.19158
H 2.25840 6.28630 -2.20873
H 0.71044 7.10198 -2.13903
H 0.95029 6.03158 -3.42730
H -1.17254 5.38673 -2.79638
H -1.47993 4.18378 -1.52135
H -1.14085 5.88213 -1.05645
*
```

**Strongest force on any atom**: 3.634 eV/Å
**E**: -5223.68202 hartree
**HOMO energy**: 0.0055 Ha
**Gap between HOMO and LUMO**: 0.108 Eh

***

2.
DFT (the ωB97M-V functional and the def2-TZVPD basis) results for C10H21Cl14OTl as an isolated structure.

Structure (ORCA input):
```
! RIJCOSX wB97M-V def2-TZVPD def2/J DEFGRID3
* xyz 2 1
Tl -3.91792 -5.20630 13.25813
C -3.63484 -8.97507 9.95881
C -3.71695 -7.82384 10.68033
C -7.99629 -16.82424 9.48406
O -4.18390 -6.88986 11.22193
H -4.73665 -9.13269 9.78573
H -3.77959 -9.89073 10.44369
H -2.94198 -8.95895 9.02567
H -7.84410 -15.91834 8.97857
H -8.72633 -17.39155 8.89555
H -8.63818 -16.11400 10.25367
H -7.17819 -17.25913 10.07415
C -5.00419 -7.64867 6.08742
Cl -3.59429 -6.74566 6.51618
Cl -6.06553 -7.66867 7.63507
H -5.55015 -7.10437 5.36168
H -4.62250 -8.57236 5.70802
C -5.05260 -10.18128 14.95482
Cl -5.04734 -9.88851 13.16219
Cl -3.61604 -9.43869 15.72549
H -5.92718 -9.73234 15.38746
H -4.98113 -11.25164 15.05488
C 0.06924 -11.66722 8.83110
Cl -0.77806 -11.17313 7.27616
Cl -0.58637 -10.64722 10.16389
H -0.24697 -12.65061 9.09202
H 1.10483 -11.49824 8.77943
C -3.66647 -15.68048 11.29738
Cl -4.54635 -16.66645 10.01841
Cl -4.32429 -14.03518 11.39543
H -3.98481 -16.16395 12.22935
H -2.59630 -15.74225 11.24312
C -8.89374 -12.33044 7.77425
Cl -8.13558 -11.18341 6.70339
Cl -10.63864 -11.93971 8.04903
H -8.87480 -13.29476 7.33954
H -8.41182 -12.21188 8.76959
C -8.41307 -5.32241 12.03894
Cl -9.76008 -5.78192 13.04346
Cl -7.09773 -6.41746 12.15155
H -8.80817 -5.37623 11.01773
H -8.11337 -4.32055 12.24865
C -13.35733 -9.29442 17.34114
Cl -14.14851 -8.21250 16.19265
Cl -13.90051 -11.03306 17.20390
H -12.30319 -9.26739 17.12353
H -13.61126 -8.99044 18.35734
*
```

**Strongest force on any atom**: 6.491 eV/Å
**E**: -7083.26319 hartree
**HOMO energy**: -0.4983 Ha
**Gap between HOMO and LUMO**: 0.171 Eh

***

3.
DFT (the ωB97M-V functional and the def2-TZVPD basis) results for C10H21Cl19HgO as an isolated structure.

Structure (ORCA input):
```
! RIJCOSX wB97M-V def2-TZVPD def2/J DEFGRID3
* xyz 0 1
Hg -5.45676 -11.29173 0.45341
C -3.72056 -13.63914 -1.41765
O -3.89128 -12.23748 -1.10051
H -4.36437 -14.17399 -0.71940
H -4.12357 -13.86553 -2.40478
H -2.71477 -14.04611 -1.31343
Cl -6.38943 -12.48302 2.58453
C -3.03069 -14.69019 3.28773
Cl -2.62717 -13.04024 2.71555
Cl -3.71177 -15.60478 1.97955
H -2.09159 -15.19686 3.51016
H -3.82533 -14.70040 4.03375
C -8.46165 -13.81822 5.35574
Cl -10.09876 -14.16745 4.59505
Cl -8.57873 -13.74735 7.14651
H -7.87677 -14.64516 4.95300
H -8.01423 -12.88993 5.00049
C -4.80842 -16.38591 6.09679
Cl -6.26429 -17.34560 6.61142
Cl -5.00541 -14.58145 6.39365
H -3.98010 -16.74681 6.70650
H -4.59199 -16.48457 5.03306
C -8.83780 -15.20595 0.95619
Cl -10.31250 -14.25493 0.93564
Cl -7.79458 -14.54463 -0.39441
H -8.34572 -14.94812 1.89399
H -8.95493 -16.26279 0.71647
C -7.33950 -18.73965 2.99252
Cl -6.47620 -17.28865 2.41301
Cl -9.00994 -18.33512 3.57756
H -7.36175 -19.53059 2.24284
H -6.67160 -19.23869 3.69465
C -5.11633 -10.11520 4.96512
Cl -3.72502 -9.63242 5.93902
Cl -5.82325 -8.67788 4.14317
H -4.73015 -10.87543 4.28615
H -5.88936 -10.57340 5.58203
C -9.52608 -9.58738 0.50797
Cl -8.35048 -10.58567 -0.44042
Cl -8.66009 -8.81244 1.81527
H -9.87204 -8.82224 -0.18699
H -10.36262 -10.12502 0.95435
C -2.06782 -8.14101 2.26248
Cl -3.08801 -9.59558 1.87854
Cl -2.31604 -6.88364 1.07379
H -2.39960 -7.78681 3.23847
H -1.02053 -8.39563 2.42517
C -9.73482 -8.78448 5.81766
Cl -8.55153 -10.00291 6.15355
Cl -10.75420 -8.47393 7.30431
H -9.30201 -7.87707 5.39650
H -10.44074 -9.16887 5.08144
*
```

**ΔE to the lowest compared entry with this formula, charge and spin**: 96.81 kJ/mol
**Strongest force on any atom**: 2.748 eV/Å
**E**: -9365.79923 hartree
**HOMO energy**: -0.3359 Ha
**Gap between HOMO and LUMO**: 0.245 Eh

***

4.
DFT (the ωB97M-V functional and the def2-TZVPD basis) results for C10H21Cl3IIrO3P2 as an isolated structure.

Structure (ORCA input):
```
! RIJCOSX wB97M-V def2-TZVPD def2/J DEFGRID3
* xyz 3 6
C 2.39895 -1.08837 -0.95182
I 3.35618 0.83638 0.24681
H 1.28055 -1.15123 -1.13830
H 2.79732 -1.97885 -0.44418
H 2.87292 -0.83633 -1.92948
Ir 0.91888 0.24382 0.11536
P 0.32531 -1.60313 1.48665
C 1.35812 -1.17372 2.94507
C -1.39236 -1.84588 2.05164
H -1.48560 -2.76243 2.65498
H 0.26958 -4.04517 1.59751
H -2.00018 -1.93058 1.14505
H 0.60324 -3.43164 -0.04722
H 1.19831 -0.10895 3.16015
H -1.77726 -0.99366 2.62312
C 0.82166 -3.29508 1.01613
H 1.06758 -1.78688 3.81304
H 1.89613 -3.42360 1.17809
H 2.41823 -1.33831 2.70642
P 0.21248 0.86242 -2.02859
C 1.08618 2.42078 -2.40302
C 0.71344 -0.35587 -3.31628
H -2.12372 0.28804 -2.11880
H -1.68940 1.33364 -3.53564
H -1.91154 2.03053 -1.89883
C -1.54006 1.16050 -2.45588
H 0.18023 -1.29143 -3.10572
H 0.46211 -0.00518 -4.31681
H 0.61874 2.93232 -3.25161
H 2.13638 2.20629 -2.61927
H 1.78896 -0.52053 -3.23204
H 1.02034 3.06779 -1.51853
C 0.41186 1.69235 1.39698
O 1.23475 2.30454 2.01740
Cl -3.51688 1.44589 3.26182
C -3.35013 2.16396 1.64179
Cl -4.66269 1.48193 0.63949
Cl -3.22103 3.95450 1.50156
C -1.97791 1.62944 1.10733
O -0.92114 2.18431 1.71189
O -1.87851 0.72739 0.29373
*
```

**Strongest force on any atom**: 3.382 eV/Å
**E**: -3083.33129 hartree
**HOMO energy (alpha / beta)**: -0.6860 / -0.7104 Ha
**Gap between HOMO and LUMO (alpha / beta)**: 0.289 / 0.145 Eh